The following is a quantum chemistry calculation of C5H12N2 as an isolated structure, from the OMol25 dataset.

The value obtained for the lowest unoccupied orbital energy is 0.904 eV. Its energy above the lowest of the compared OMol25 structures with the same formula, charge and spin is 101.7 kcal per mole. The largest force on an atom comes out at 0.010 Eh/bohr. The total energy is -307.06728 Eh. As for the spin multiplicity: 1.

CARTESIAN COORDINATES (ANGSTROEM)
C (0.8629, -1.0111, 0.7870)
C (1.9473, 0.2732, -1.0180)
C (-2.0686, -0.6134, -0.3172)
N (0.8345, 0.1352, -0.1043)
C (-0.2631, 1.2657, -0.0718)
N (-0.7544, 1.6839, 1.1676)
C (-0.9029, 0.2218, -0.7646)
H (-0.9787, 0.9940, 1.8852)
H (-0.2653, 2.4676, 1.5694)
H (-0.6291, 0.0645, -1.8080)
H (0.0907, -0.9104, 1.5507)
H (1.8291, -1.0513, 1.3013)
H (0.7122, -1.9713, 0.2736)
H (1.8423, -0.3626, -1.9081)
H (2.8831, -0.0098, -0.5202)
H (1.9971, 1.3138, -1.3353)
H (-1.8387, -1.6795, -0.4078)
H (-2.9163, -0.4175, -0.9820)
H (-2.3821, -0.3929, 0.7024)

Here are the Mulliken charges for atoms 1 to 5, given in e: C -0.9345; C -0.9532; C -1.2214; N 0.2820; C -0.5695

The following is a quantum chemistry calculation of a single C5H12N2 molecule, from the OMol25 dataset.

The value obtained for the lowest unoccupied orbital energy is 1.189 eV. Its energy above the lowest of the compared OMol25 structures with the same formula, charge and spin is 30.0 kcal per mole. Its SMILES is N/C=C/CCCN. The largest force on an atom comes out at 0.030 Eh/bohr. The total energy is -307.18145 Eh. As for the spin multiplicity: 1.

CARTESIAN COORDINATES (ANGSTROEM)
N (2.8931, 0.6522, 0.6222)
C (2.0031, -0.1655, -0.0730)
C (0.9548, 0.2491, -0.7975)
C (-0.1595, -0.7112, -1.1306)
C (-1.0906, -1.0410, 0.0562)
C (-1.5239, 0.1881, 0.8421)
N (-2.7850, 0.6836, 0.2638)
H (2.7782, 1.6516, 0.5336)
H (3.8642, 0.3908, 0.6095)
H (2.2700, -1.2139, 0.0075)
H (0.9491, 1.2651, -1.1649)
H (0.1970, -1.6187, -1.6159)
H (-0.7550, -0.2469, -1.9289)
H (-1.9617, -1.6271, -0.2493)
H (-0.5487, -1.7758, 0.6652)
H (-0.8079, 1.0027, 0.7976)
H (-1.5366, -0.0446, 1.9237)
H (-3.5334, 0.1332, 0.6468)
H (-2.9150, 1.6840, 0.3218)

Here are the Mulliken charges for atoms 1 to 5, given in e: N -0.4714; C -0.0485; C -0.5011; C -0.9304; C -0.6064

The following is a quantum chemistry calculation of a single C5H12N2 molecule, from the OMol25 dataset.

The value obtained for the lowest unoccupied orbital energy is 1.077 eV. Its energy above the lowest of the compared OMol25 structures with the same formula, charge and spin is 20.0 kcal per mole. Its SMILES is CCC/C(N)=C/N. The largest force on an atom comes out at 0.032 Eh/bohr. The total energy is -307.19747 Eh. As for the spin multiplicity: 1.

CARTESIAN COORDINATES (ANGSTROEM)
C (-2.4135, -0.3202, 0.2894)
C (-1.4771, -0.0033, -0.8988)
C (-0.3439, 0.9542, -0.4912)
C (0.8590, 0.2742, 0.1208)
N (0.8198, -0.0674, 1.5117)
C (1.9012, -0.1108, -0.6063)
N (3.0664, -0.7020, -0.1126)
H (-3.2517, -0.9458, -0.0245)
H (-2.8363, 0.5894, 0.7093)
H (-1.8927, -0.9544, 1.0090)
H (-2.1089, 0.5072, -1.6303)
H (-1.0279, -0.9433, -1.2059)
H (-0.0131, 1.4780, -1.3949)
H (-0.7308, 1.7119, 0.1938)
H (0.3428, 0.6360, 2.0609)
H (0.3435, -0.9527, 1.6391)
H (1.8346, 0.0015, -1.6827)
H (3.9159, -0.2165, -0.3536)
H (3.0129, -0.9360, 0.8668)

Here are the Mulliken charges for atoms 1 to 5, given in e: C -1.1676; C -0.3415; C -1.0006; C 0.4216; N -0.6630

The following is a quantum chemistry calculation of a single C5H12N2 molecule, from the OMol25 dataset.

The value obtained for the lowest unoccupied orbital energy is 1.035 eV. Its energy above the lowest of the compared OMol25 structures with the same formula, charge and spin is 50.5 kcal per mole. Its SMILES is C=CCCNCN. The largest force on an atom comes out at 0.056 Eh/bohr. The total energy is -307.14890 Eh. As for the spin multiplicity: 1.

CARTESIAN COORDINATES (ANGSTROEM)
C (-1.5275, 1.1175, 2.3866)
C (-1.4274, 0.8024, 1.1054)
C (-0.5741, 1.6313, 0.0901)
C (0.3284, 0.7891, -0.8497)
N (0.5148, -0.5791, -0.3535)
C (1.1566, -1.4279, -1.3241)
N (1.7381, -2.6563, -0.6967)
H (-2.4265, 1.0216, 2.9950)
H (-0.7251, 1.6112, 2.9312)
H (-2.1953, 0.3204, 0.4872)
H (-1.3038, 2.2957, -0.3514)
H (0.1643, 2.1820, 0.6610)
H (0.0112, 0.8426, -1.9073)
H (1.3478, 1.2138, -0.8404)
H (-0.3993, -0.8824, -0.0446)
H (0.5524, -1.8016, -2.1698)
H (1.9646, -0.8432, -1.7679)
H (1.8823, -2.3799, 0.2736)
H (0.9184, -3.2573, -0.6246)

Here are the Mulliken charges for atoms 1 to 5, given in e: C -0.7232; C -0.2868; C -0.4224; C -0.7204; N -0.2919

The following is a quantum chemistry calculation of a 2-piece molecular cluster, C5H12N2 overall, from the OMol25 dataset.

The value obtained for the lowest unoccupied orbital energy is 0.780 eV. Its energy above the lowest of the compared OMol25 structures with the same formula, charge and spin is 109.6 kcal per mole. The largest force on an atom comes out at 0.048 Eh/bohr. The total energy is -307.05472 Eh. As for the spin multiplicity: 1.

CARTESIAN COORDINATES (ANGSTROEM)
C (0.9027, -0.0974, -1.1710)
C (-1.2901, -1.5094, -0.2783)
C (2.4555, -0.6081, 0.8269)
N (-0.1195, 0.6073, -0.7101)
C (-1.2270, -0.0227, -0.0952)
N (-0.0337, 2.0337, -0.6679)
C (-2.1549, 0.6555, 0.5842)
H (0.0717, 2.3396, 0.2976)
H (-0.8954, 2.4301, -1.0325)
H (1.6337, 0.5531, -1.6546)
H (1.6987, -0.7994, -0.1810)
H (-0.4783, -1.9989, 0.2609)
H (-2.2381, -1.8912, 0.0927)
H (-1.1743, -1.7678, -1.3296)
H (-2.9825, 0.1309, 1.0325)
H (-2.1260, 1.7216, 0.7439)
H (3.2664, -1.3098, 0.6747)
H (1.8515, -0.8733, 1.6909)
H (2.8396, 0.4063, 0.9159)

Here are the Mulliken charges for atoms 1 to 5, given in e: C -0.8547; C -1.1799; C -1.0532; N 0.5482; C 0.8278

The following is a quantum chemistry calculation of a single C5H12N2 molecule, from the OMol25 dataset.

The value obtained for the lowest unoccupied orbital energy is 1.048 eV. Its energy above the lowest of the compared OMol25 structures with the same formula, charge and spin is 50.9 kcal per mole. Its SMILES is CCCC/N=C/N. The largest force on an atom comes out at 0.043 Eh/bohr. The total energy is -307.14817 Eh. As for the spin multiplicity: 1.

CARTESIAN COORDINATES (ANGSTROEM)
C (2.3720, 1.1950, 0.0499)
C (0.9437, 1.1193, -0.5718)
C (-0.1723, 1.3256, 0.4794)
C (-1.3778, 0.4342, 0.2378)
N (-1.1487, -0.8997, 0.7675)
C (-1.6083, -1.9814, 0.3141)
N (-0.9141, -2.8925, -0.4026)
H (2.8243, 2.1740, -0.0196)
H (2.9720, 0.4939, -0.5398)
H (2.4066, 0.8183, 1.0722)
H (0.6938, 0.2171, -1.1191)
H (0.9975, 2.0143, -1.1891)
H (0.2343, 1.1792, 1.4804)
H (-0.4664, 2.3804, 0.5229)
H (-2.3220, 0.8280, 0.6396)
H (-1.5204, 0.4125, -0.8528)
H (-2.6337, -2.3536, 0.5078)
H (0.0889, -2.8221, -0.4809)
H (-1.3694, -3.6424, -0.8958)

Here are the Mulliken charges for atoms 1 to 5, given in e: C -1.1455; C -0.3403; C -0.7941; C -0.6425; N -0.4102

The following is a quantum chemistry calculation of a single C5H12N2 molecule, from the OMol25 dataset.

The value obtained for the lowest unoccupied orbital energy is 1.163 eV. Its energy above the lowest of the compared OMol25 structures with the same formula, charge and spin is 16.2 kcal per mole. Its SMILES is NC[C@H]1CCCN1. The largest force on an atom comes out at 0.026 Eh/bohr. The total energy is -307.20354 Eh. As for the spin multiplicity: 1.

CARTESIAN COORDINATES (ANGSTROEM)
N (2.4553, 0.7595, 0.4324)
C (1.7192, -0.2201, -0.3887)
C (0.3398, -0.4362, 0.2280)
C (-0.4220, 0.9080, 0.3201)
C (-1.8754, 0.4457, 0.3589)
C (-1.8529, -0.7094, -0.6259)
N (-0.5782, -1.3620, -0.3865)
H (2.4657, 1.6938, 0.0436)
H (3.4284, 0.4942, 0.5016)
H (1.7134, 0.0701, -1.4415)
H (2.3166, -1.1386, -0.3698)
H (0.6103, -0.7208, 1.2521)
H (-0.0467, 1.4479, 1.1664)
H (-0.2669, 1.4852, -0.5935)
H (-2.5808, 1.2626, 0.2479)
H (-2.0699, 0.0279, 1.3443)
H (-2.7172, -1.3641, -0.4853)
H (-1.9739, -0.3903, -1.6725)
H (-0.6650, -2.2535, 0.0684)

Here are the Mulliken charges for atoms 1 to 5, given in e: N -0.5419; C -0.7975; C 0.3538; C -0.9618; C -0.5635

The following is a quantum chemistry calculation of an isolated ion of composition C5H12N2O and charge -1, from the OMol25 dataset.

The total charge is -1. The value obtained for the lowest unoccupied orbital energy (alpha / beta) is 3.667 / 3.663 eV. Its energy above the lowest of the compared OMol25 structures with the same formula, charge and spin is 22.1 kcal per mole. The expectation value of S² is 0.75. The largest force on an atom comes out at 0.048 Eh/bohr. The total energy is -382.39680 Eh. As for the spin multiplicity: 2.

CARTESIAN COORDINATES (ANGSTROEM)
O (2.4853, 2.5471, -0.8481)
C (2.4655, 1.2863, -1.1296)
C (1.1245, 0.5889, -0.9859)
C (0.5998, 0.7435, 0.4368)
C (-0.9306, 0.4704, 0.5391)
C (-2.5098, -1.2695, 1.1853)
N (-1.1253, -0.9077, 1.0177)
N (1.0890, -0.8337, -1.3146)
H (3.3573, 0.7474, -1.4847)
H (0.4771, 1.1877, -1.6432)
H (1.1815, 0.0831, 1.0797)
H (0.7423, 1.7607, 0.7944)
H (-1.3706, 0.6591, -0.4432)
H (-1.3080, 1.0654, 1.3433)
H (-3.2275, -0.4476, 1.1773)
H (-2.7257, -1.7473, 2.1588)
H (-2.8700, -2.0321, 0.4774)
H (-0.6072, -1.5564, 0.4420)
H (1.6221, -1.3130, -0.5981)
H (1.5302, -1.0323, -2.2042)

Here are the Mulliken charges for atoms 1 to 5, given in e: O -0.7686; C -0.6209; C 0.0605; C -1.0713; C -0.3939

Among the records above, which one has the highest energy above the lowest of the compared OMol25 structures with the same formula, charge and spin? number 5